(1)
The following is a DFT calculation (the ωB97M-V functional and the def2-TZVPD basis) of a cluster of 4 separate species, C31H26Cl2O2 in total.

Values from the calculation:
molecular weight = 501.45 g mol⁻¹
SMILES = C/C(Cl)=C(\Cl)C1=CC(=O)c2ccccc2C1=O.c1ccccc1.c1ccccc1.c1ccccc1
calculated total energy = -2267.7197 Ha
HOMO-LUMO gap = 7.90 eV

Last column: natural (NBO) charge in e.
Geometry (Å):
C 3.792890 2.801912 2.659057  -0.66
C 2.464391 2.523478 2.034140  0.00
Cl 2.432008 1.019989 1.162572  0.00
C 1.361450 3.270323 2.119098  -0.09
Cl 1.376985 4.737180 3.038555  0.04
C 0.072911 2.930372 1.480840  -0.09
C -0.065887 2.820630 0.156473  -0.20
C -1.378385 2.439753 -0.434220  0.51
O -1.743485 2.860781 -1.508941  -0.51
C -2.203649 1.531884 0.407215  -0.05
C -3.064669 0.594982 -0.145347  -0.19
C -3.784943 -0.239949 0.695638  -0.19
C -3.662865 -0.124741 2.074596  -0.19
C -2.816964 0.824479 2.631720  -0.16
C -2.079426 1.645224 1.790961  -0.15
C -1.128049 2.652065 2.354081  0.54
O -1.306248 3.177927 3.424556  -0.49
H 3.782672 3.730111 3.218231  0.24
H 4.558429 2.827983 1.882528  0.24
H 4.049058 1.968481 3.316180  0.24
H 0.766424 3.013798 -0.508092  0.24
H -3.145195 0.525412 -1.221620  0.23
H -4.449263 -0.979474 0.269775  0.22
H -4.221842 -0.776659 2.732355  0.22
H -2.710754 0.933074 3.702284  0.23
C -2.124291 5.971712 -4.512229  -0.21
C -2.138526 4.597391 -4.311737  -0.22
C -2.468684 3.753777 -5.364161  -0.20
C -2.784844 4.279857 -6.609461  -0.22
C -2.773435 5.653977 -6.805273  -0.22
C -2.442346 6.500223 -5.756101  -0.21
H -1.864578 6.632966 -3.695082  0.21
H -1.894996 4.181193 -3.342278  0.24
H -2.479852 2.681891 -5.211151  0.21
H -3.040458 3.619071 -7.428204  0.21
H -3.022907 6.065299 -7.775134  0.21
H -2.432785 7.572143 -5.908195  0.21
C 3.818309 -3.182209 1.755236  -0.21
C 3.173078 -2.379096 2.685078  -0.22
C 2.889532 -2.874385 3.950801  -0.21
C 3.250554 -4.172252 4.285645  -0.21
C 3.890895 -4.977088 3.353127  -0.21
C 4.173956 -4.482526 2.087781  -0.22
H 4.036802 -2.797020 0.766971  0.21
H 2.882414 -1.371885 2.417030  0.22
H 2.384636 -2.248845 4.675957  0.21
H 3.030230 -4.558047 5.272611  0.21
H 4.165793 -5.991497 3.611676  0.21
H 4.669169 -5.111550 1.358826  0.21
C 1.371282 -5.654497 -0.513921  -0.22
C 0.540749 -6.329096 -1.398484  -0.22
C -0.809755 -6.014391 -1.459230  -0.22
C -1.329539 -5.026494 -0.633928  -0.21
C -0.499091 -4.355616 0.253349  -0.23
C 0.852279 -4.668636 0.313349  -0.16
H 2.425698 -5.896999 -0.467880  0.21
H 0.945771 -7.100638 -2.040800  0.21
H -1.457412 -6.539206 -2.149767  0.21
H -2.382777 -4.780425 -0.682430  0.21
H -0.904490 -3.587253 0.899943  0.21
H 1.501479 -4.147455 1.003683  0.21

Cartesian forces (eV/Å) of the 6 atoms listed first:
C -0.11 -0.28 -0.11
C 0.02 0.24 0.19
Cl -0.04 -0.05 -0.11
C 0.03 -0.18 -0.13
Cl 0.00 0.13 -0.01
C -0.12 -0.05 -0.04

(2)
The following is a DFT calculation (the ωB97M-V functional and the def2-TZVPD basis) of a cluster of 4 separate species, C27H51NO15PS4 in total at a distorted geometry.

Values from the calculation:
molecular weight = 788.94 g mol⁻¹
calculated total energy = -4176.6948 Ha
total charge = -1
HOMO-LUMO gap = 4.89 eV

Last column: Mulliken charge in e.
Geometry (Å):
C 1.817982 0.703059 -3.642402  -1.35
C 0.323820 1.054502 -3.778300  -0.24
N -0.456080 -0.142369 -3.616543  -0.16
P -2.266849 0.011306 -3.857687  1.76
C -2.065390 -0.721288 -5.656481  -1.80
C -2.445928 0.947042 -2.149511  -1.69
C -2.662443 2.413354 -2.326838  -0.59
O -2.556842 3.081007 -1.009676  -0.29
C -2.384354 4.395650 -1.089368  0.51
O -3.177176 5.137107 -1.593128  -0.61
C -1.119838 4.918738 -0.461136  -0.18
C -1.432793 5.997688 0.600571  -1.11
C -4.174434 0.358150 -4.210022  -1.42
S -5.186907 -1.035192 -4.820727  -0.23
C -6.576337 -1.110689 -3.655630  -0.35
C -7.016580 -2.555417 -3.416252  -1.16
C -2.636110 -1.675634 -3.031950  -1.73
C -1.627422 -2.354313 -2.110362  0.32
C -0.505403 -3.124266 -2.828855  -1.75
O -1.146102 -1.514659 -1.067901  0.16
C -0.452274 -2.197454 -0.056273  -1.18
C -0.770823 -1.537663 1.258442  0.64
C -2.063817 -1.632610 1.780151  0.01
C -2.385837 -0.996196 2.978843  -0.95
C -1.431696 -0.247762 3.678823  -0.44
C -0.143412 -0.179718 3.161119  -0.78
C 0.194090 -0.816206 1.960845  -0.52
H 2.081961 0.134952 -4.530099  0.28
H 2.438000 1.597390 -3.612710  0.45
H 1.982183 0.049773 -2.788270  0.24
H 0.095088 1.768913 -2.989432  -0.05
H 0.214631 1.518630 -4.769263  0.27
H -0.059537 -0.857157 -4.213949  0.33
H -2.027888 1.330425 -4.477700  0.29
H -2.886783 -0.461345 -6.325260  0.55
H -1.184606 -0.233918 -6.079584  0.41
H -1.855713 -1.793058 -5.664585  0.24
H -1.505743 0.855101 -1.608025  0.29
H -3.225806 0.514350 -1.524189  0.73
H -3.638788 2.659380 -2.740171  0.21
H -1.911563 2.850030 -2.980844  0.37
H -0.457915 5.296686 -1.230793  0.28
H -0.649906 4.077994 0.039561  0.26
H -1.351859 5.553492 1.586692  0.30
H -0.738448 6.825092 0.509971  0.30
H -2.447878 6.357257 0.481378  0.31
H -4.244872 1.150590 -4.951495  0.45
H -4.682620 0.729193 -3.321517  0.39
H -6.236527 -0.661827 -2.726883  0.25
H -7.413484 -0.515189 -4.008719  0.49
H -6.567499 -3.237065 -4.131329  0.32
H -6.783817 -2.878811 -2.406989  0.25
H -8.096451 -2.651759 -3.525401  0.35
H -3.540442 -1.546837 -2.435795  0.31
H -2.884821 -2.426720 -3.772955  0.54
H -2.204853 -3.145918 -1.597674  0.62
H 0.360394 -2.477882 -2.939127  0.24
H -0.205425 -3.979364 -2.226359  0.42
H -0.855992 -3.474150 -3.793790  0.45
H -0.715324 -3.258045 -0.033266  0.45
H 0.627676 -2.122048 -0.223618  0.27
H -2.805372 -2.200865 1.238115  0.38
H -3.393794 -1.069725 3.363381  0.39
H -1.700361 0.255610 4.587130  0.75
H 0.605638 0.396200 3.689065  0.42
H 1.201664 -0.732746 1.581899  0.34
C 1.042470 -0.161269 8.857536  -0.30
C 1.389769 -0.386811 7.402455  -0.13
O 0.216460 -1.005603 6.856254  -0.32
S -1.086350 -0.442043 7.584451  1.13
O -1.637900 0.604482 6.801933  -0.56
O -1.866295 -1.538326 8.025919  -0.56
O -0.341071 0.221197 8.841493  -0.35
H 1.145127 -1.079691 9.438505  0.32
H 1.634744 0.626131 9.315675  0.27
H 2.252681 -1.026051 7.276204  0.31
H 1.552551 0.558895 6.875686  0.20
C 5.125780 1.801216 6.593522  -0.23
C 6.020875 1.896984 7.811922  -0.33
O 5.743239 0.692807 8.544063  -0.31
S 5.418404 -0.494555 7.522286  1.11
O 6.579912 -1.273255 7.310289  -0.56
O 4.189635 -1.088850 7.917028  -0.55
O 5.170791 0.413471 6.232262  -0.30
H 4.093299 2.066438 6.829942  0.19
H 5.475739 2.407345 5.763179  0.32
H 5.800729 2.762266 8.430023  0.32
H 7.077411 1.900136 7.537480  0.28
C 6.817486 -1.008355 -4.009627  -0.32
C 6.839363 -2.139539 -5.016255  -0.37
O 5.686764 -2.918770 -4.690169  -0.32
S 4.510917 -1.956798 -4.154469  1.21
O 3.639499 -1.662213 -5.227220  -0.53
O 4.055143 -2.475478 -2.919981  -0.54
O 5.435498 -0.671995 -3.880233  -0.29
H 7.190305 -1.333424 -3.035527  0.28
H 7.376540 -0.137954 -4.342995  0.29
H 7.732614 -2.753526 -4.939882  0.30
H 6.733675 -1.769656 -6.038899  0.28

Cartesian forces (eV/Å) of the 6 atoms listed first:
C -0.57 -0.07 -0.48
C 0.95 -0.58 0.21
N -0.23 0.03 0.36
P 0.04 0.50 -0.65
C 0.31 0.27 0.19
C 0.61 0.10 0.03

(3)
The following is a DFT calculation (the ωB97M-V functional and the def2-TZVPD basis) of a cluster of 2 separate species, C7H11N5 in total at a distorted geometry.

Values from the calculation:
molecular weight = 165.20 g mol⁻¹
calculated total energy = -546.4467 Ha
total charge = +2
HOMO-LUMO gap = 9.53 eV

Last column: natural (NBO) charge in e.
Geometry (Å):
C 1.970870 0.080588 2.214210  -0.05
C 2.812893 -0.883071 1.608978  -0.23
C 0.798923 0.453514 1.626807  -0.27
C 2.453880 -1.358054 0.368264  0.08
C 0.547133 0.053602 0.328139  0.41
C -0.794396 1.394004 -1.013098  0.37
C -2.719358 -1.045599 -0.750235  0.79
N 1.284320 -0.896716 -0.240097  -0.46
N -2.004089 -1.688285 -1.373598  -0.49
N -0.647037 0.382635 -0.253597  -0.60
N -0.006284 2.322737 -1.492818  -0.75
N -3.444492 -0.393719 -0.059119  -0.78
H 2.299280 0.424647 3.152295  0.25
H 3.761587 -1.200947 2.084440  0.28
H 0.199695 1.003913 2.316937  0.27
H 3.030436 -1.946832 -0.255363  0.24
H -1.840891 1.528450 -1.465190  0.17
H 1.022175 -1.115980 -1.199345  0.44
H -1.444505 -2.110186 -2.107810  0.50
H -0.288127 2.970328 -2.309189  0.45
H 0.943246 2.327939 -1.440659  0.40
H -3.830834 -0.684597 0.813650  0.48
H -4.104427 0.381630 -0.553604  0.50

Cartesian forces (eV/Å) of the 6 atoms listed first:
C 1.13 -1.87 -0.95
C 0.29 -0.02 -0.70
C 1.34 0.13 1.06
C -1.52 1.65 0.56
C -1.81 -0.10 1.01
C -3.24 0.25 -1.78

(4)
The following is a DFT calculation (the ωB97M-V functional and the def2-TZVPD basis) of a cluster of 6 separate species, CH12O6 in total.

Values from the calculation:
molecular weight = 120.10 g mol⁻¹
SMILES = C=O.O.O.O.O.O
calculated total energy = -496.6865 Ha
HOMO-LUMO gap = 10.54 eV

Last column: natural (NBO) charge in e.
Geometry (Å):
C 3.320736 -1.738285 0.302786  0.27
O 3.378753 -0.748712 0.983524  -0.50
H 4.260589 -2.267949 0.070175  0.12
H 2.363753 -2.103759 -0.109456  0.11
O -0.746526 -0.972117 -0.559182  -0.94
H -0.914947 -1.603171 0.148832  0.46
H -1.213818 -0.183035 -0.264341  0.48
O -4.303953 0.961905 -2.074375  -0.93
H -3.688308 0.628816 -1.410098  0.46
H -4.502235 1.858957 -1.789779  0.46
O -1.150074 2.127014 1.104119  -0.95
H -2.098299 2.190673 0.941686  0.47
H -0.837807 3.016107 0.896169  0.48
O 1.884873 0.403042 -2.067785  -0.93
H 2.341158 0.616702 -1.244490  0.47
H 1.528653 -0.467421 -1.836325  0.47
O -1.066059 -0.602484 2.422965  -0.95
H -0.487612 -1.019416 1.780660  0.45
H -0.824277 0.330862 2.394142  0.49

Cartesian forces (eV/Å) of the 6 atoms listed first:
C 0.48 0.46 0.21
O -0.33 -0.03 -0.07
H -0.25 -0.31 -0.17
H 0.08 -0.13 -0.01
O 0.09 -0.18 0.08
H -0.23 -0.13 -0.33

(5)
The following is a DFT calculation (the ωB97M-V functional and the def2-TZVPD basis) of an isolated molecule of C2H3Cl2N2P at a distorted geometry.

Values from the calculation:
molecular weight = 156.94 g mol⁻¹
SMILES = ClC1=NP(Cl)NC1
calculated total energy = -1449.2698 Ha
HOMO-LUMO gap = 9.49 eV

Last column: natural (NBO) charge in e.
Geometry (Å):
Cl 0.376133 2.730269 0.352980  0.07
C -0.067081 1.174118 -0.124742  0.25
N -1.291155 0.870680 -0.537739  -0.75
P -1.472162 -0.842360 -0.849485  1.15
Cl -2.612520 -1.349271 0.788541  -0.31
N 0.100388 -1.068813 0.039619  -0.92
C 0.932938 0.045433 0.146133  -0.31
H 0.605595 -1.942437 -0.256790  0.39
H 1.788689 0.236395 -0.619203  0.20
H 1.639173 0.145983 1.060682  0.23

Cartesian forces (eV/Å) of the 6 atoms listed first:
Cl 0.08 0.73 -0.15
C -3.14 -1.98 0.08
N 3.10 0.92 0.46
P 2.47 1.14 2.08
Cl -0.56 -0.03 -0.10
N -0.06 -3.70 -1.85

(6)
The following is a DFT calculation (the ωB97M-V functional and the def2-TZVPD basis) of an isolated molecule of C8H14N2O at a distorted geometry.

Values from the calculation:
molecular weight = 154.21 g mol⁻¹
SMILES = O/C=N/NCCC1=CCCC1
calculated total energy = -497.8719 Ha
HOMO-LUMO gap = 8.97 eV

Last column: natural (NBO) charge in e.
Geometry (Å):
O -2.800662 0.400894 -0.605867  -0.69
C -2.306030 -0.393479 0.435929  0.32
N -1.414948 0.041730 1.215845  -0.32
N -0.895199 -0.702549 2.172032  -0.42
C 0.539868 -0.557262 2.317898  -0.22
C 1.490780 -0.808653 1.149561  -0.45
C 1.088112 -0.088387 -0.101205  0.04
C 0.792891 -0.813305 -1.226017  -0.21
C 0.103070 -0.004729 -2.344834  -0.44
C 0.302494 1.426673 -1.851445  -0.40
C 0.886022 1.373865 -0.416700  -0.46
H -2.016034 1.011148 -0.646988  0.49
H -2.686622 -1.399901 0.415760  0.14
H -1.104702 -1.709866 2.085319  0.32
H 0.747311 -1.317623 2.991444  0.20
H 0.655382 0.298217 2.945656  0.20
H 2.426035 -0.306841 1.441105  0.22
H 1.587709 -1.816729 0.982018  0.21
H 0.789688 -1.875461 -1.190154  0.19
H -1.001113 -0.205253 -2.258982  0.21
H 0.558670 -0.257800 -3.234036  0.21
H 0.955812 1.902393 -2.555847  0.22
H -0.682961 1.967164 -1.895616  0.20
H 1.742718 2.033279 -0.288128  0.22
H 0.241709 1.802477 0.463252  0.23

Cartesian forces (eV/Å) of the 6 atoms listed first:
O 2.06 -0.01 1.32
C -0.15 0.52 -0.41
N -1.61 1.46 -2.26
N 0.60 -2.48 0.96
C -0.67 0.07 0.25
C -0.28 4.75 0.37